No. 1
# C45H95F8MnN9O21PtS8

A molecular structure, C45H95F8MnN9O21PtS8 in a non-equilibrium geometry (wB97M-V/def2-TZVPD, OMol25).

Each line ends with the Löwdin charge.
Cartesian coordinates (Å):
Pt  -0.85840  3.76440  -1.34121  0.9617
Mn  -2.46114  -0.97963  0.90216  0.9228
N  0.77032  4.83799  -0.89607  -0.4363
S  2.40553  4.29455  -0.96799  0.5973
O  2.79515  3.41320  0.18353  -0.3066
O  3.45863  5.03165  -1.61452  -0.2589
F  2.09699  3.20182  -2.08649  -0.2152
S  1.23287  6.25329  -0.48583  0.4789
O  1.21064  7.15516  -1.63306  -0.2836
O  2.02787  6.47184  0.71775  -0.2532
F  -0.23163  6.67171  0.11385  -0.2337
N  -3.50114  -1.88098  -0.42462  -0.3529
S  -5.00767  -1.51828  -1.21354  0.5961
O  -6.11683  -2.44747  -1.02164  -0.2248
O  -4.85232  -0.78852  -2.46577  -0.2378
F  -5.35325  -0.33613  -0.20862  -0.1832
S  -3.37285  -3.08098  -1.37650  0.4943
O  -3.13710  -2.90683  -2.82292  -0.2429
O  -3.91731  -4.34658  -0.89990  -0.2544
F  -1.78020  -3.24558  -0.91629  -0.2552
N  -0.75327  -0.14261  0.37854  -0.3277
S  -0.06453  0.18797  -1.15505  0.6425
O  1.19910  -0.42088  -1.52161  -0.2497
O  -0.24539  1.62921  -1.49109  -0.3965
F  -1.19758  -0.58758  -1.95262  -0.1568
S  0.47864  0.49606  1.08929  0.4910
O  0.53819  1.95482  0.91043  -0.2624
O  1.69791  -0.26210  1.20264  -0.2595
F  -0.05436  0.43560  2.61602  -0.1868
N  -2.13627  3.32478  0.24131  -0.3763
S  -3.54762  2.32432  0.36070  0.5792
O  -4.77876  3.01751  0.43479  -0.2036
O  -3.34291  1.00529  0.95872  -0.3527
F  -3.55736  1.95443  -1.18547  -0.1876
S  -2.31160  3.64615  1.77677  0.4830
O  -1.99729  2.58720  2.73429  -0.2871
O  -3.29874  4.63822  2.23984  -0.2731
F  -0.95631  4.52791  1.91798  -0.1974
C  -2.01380  -0.94518  7.88468  -0.0349
C  -0.64249  -0.21598  7.92585  -0.5478
C  0.11275  -0.92155  9.04392  -0.1417
C  1.59299  -0.73612  9.00540  -0.2129
C  2.14614  -1.25817  7.74579  -0.1317
C  1.45848  -0.48722  6.53938  -0.3982
N  -0.05039  -0.39167  6.67101  -0.1002
O  -0.72399  0.31487  5.63131  0.0075
C  2.06453  0.96133  6.31848  -0.0260
C  1.78236  -1.20879  5.21596  -0.0379
C  -0.87648  1.22586  8.34630  -0.0301
H  -2.57149  -0.88511  8.81927  0.0883
H  -2.02161  -1.96988  7.51314  0.0781
H  -2.77119  -0.50769  7.23425  0.0595
H  -0.15887  -0.31211  9.90584  0.1143
H  -0.25281  -1.91656  9.29776  0.1270
H  2.03794  -1.24490  9.86054  0.1209
H  1.85960  0.31667  9.09842  0.1204
H  2.02944  -2.32461  7.55295  0.1224
H  3.20836  -1.02723  7.82610  0.1189
H  1.77024  1.39900  5.36458  0.0820
H  1.85498  1.67710  7.11338  0.0607
H  3.14691  1.03971  6.42054  0.0801
H  2.81746  -1.54285  5.28712  0.0824
H  1.13077  -2.05453  4.99627  0.0556
H  1.75246  -0.60472  4.30915  0.0661
H  -1.41341  1.37095  9.28372  0.0936
H  -1.60972  1.69633  7.69124  0.0828
H  -0.01314  1.89031  8.31106  0.0829
H  -0.67855  1.22436  5.93524  0.0902
C  -1.93855  1.77808  -3.92715  -0.0680
C  -2.50033  3.02633  -4.41194  -0.4722
C  -4.10504  2.87185  -4.38699  -0.0972
C  -4.95911  4.05472  -3.99886  -0.1783
C  -4.35352  4.84863  -2.86436  -0.1545
C  -2.95259  5.31284  -3.17497  -0.4557
N  -2.11103  4.10408  -3.43081  -0.1267
O  -0.75319  4.41843  -3.46842  -0.0873
C  -2.97234  6.23842  -4.36229  -0.0394
C  -2.53353  6.10285  -1.82265  -0.0194
C  -2.16008  3.40842  -5.80929  -0.0242
H  -2.30262  1.62022  -2.91195  0.0546
H  -0.85059  1.76022  -3.99138  0.0844
H  -2.28112  0.98594  -4.59292  0.1045
H  -4.44660  2.62752  -5.39285  0.1135
H  -4.38379  2.01730  -3.77043  0.1051
H  -5.95606  3.69137  -3.74956  0.1213
H  -5.05190  4.73736  -4.84355  0.1024
H  -4.30618  4.24045  -1.96104  0.0993
H  -5.06861  5.65321  -2.69295  0.1345
H  -3.31833  5.90954  -5.34220  0.0730
H  -3.72539  7.02173  -4.27599  0.0958
H  -2.03194  6.75959  -4.54150  0.0920
H  -2.96456  7.10401  -1.82126  0.0913
H  -2.91015  5.66026  -0.90049  0.0695
H  -1.45989  6.28953  -1.84574  0.0410
H  -1.36372  4.15135  -5.85366  0.0843
H  -3.00773  3.84677  -6.33600  0.0782
H  -1.94768  2.59106  -6.49842  0.0900
H  -0.72557  5.01447  -4.22047  0.0992
C  -5.33995  -1.35608  2.92605  -0.0023
C  -4.27790  -2.33583  3.56915  -0.3886
C  -4.70268  -3.78764  3.09772  -0.1223
C  -3.65542  -4.81989  3.34546  -0.2007
C  -2.33624  -4.53607  2.67137  -0.1114
C  -1.88609  -3.14340  3.16080  -0.4396
N  -2.89855  -2.10364  3.01518  -0.1517
O  -2.42423  -0.84970  3.23893  -0.0305
C  -1.27771  -3.19998  4.59273  -0.0107
C  -0.64701  -2.82320  2.24322  -0.0399
C  -4.33206  -2.19903  5.18531  0.0124
H  -5.54118  -1.49696  1.86409  0.0606
H  -6.15450  -1.33346  3.65000  0.0888
H  -4.87971  -0.37030  2.99312  0.0766
H  -5.67620  -4.00287  3.53820  0.1277
H  -5.03250  -3.62934  2.07095  0.1084
H  -3.54396  -4.91857  4.42524  0.1019
H  -3.95144  -5.82916  3.05935  0.1206
H  -2.62181  -4.55289  1.61958  0.1124
H  -1.65918  -5.37315  2.84164  0.1357
H  -1.01779  -2.23471  5.02724  0.0592
H  -0.29788  -3.66592  4.48811  0.0781
H  -1.86283  -3.75768  5.32396  0.0758
H  0.19105  -3.48309  2.46747  0.0945
H  -0.16129  -1.86029  2.40131  0.0498
H  -0.80569  -2.94579  1.17183  0.0610
H  -3.85606  -3.09721  5.57876  0.0565
H  -3.77276  -1.30818  5.47109  0.0591
H  -5.33861  -2.17904  5.60310  0.0863
H  -2.23269  -0.81474  4.17898  0.0857
C  5.95624  -5.05095  -1.30404  -0.0099
C  5.19815  -3.73225  -1.00985  -0.4343
C  4.56309  -3.74298  0.41082  -0.1335
C  4.10979  -2.41938  0.90050  -0.1844
C  5.10668  -1.25771  0.70208  -0.1061
C  5.77840  -1.22007  -0.69094  -0.3945
N  6.13908  -2.59681  -1.13129  0.1052
O  6.80221  -2.68893  -2.35477  0.1181
C  4.84639  -0.44027  -1.69398  0.0324
C  7.11391  -0.42978  -0.34584  -0.0005
C  3.99252  -3.62774  -1.96069  -0.0009
H  5.49704  -6.00400  -1.04147  0.1076
H  6.87264  -4.93700  -0.72497  0.0917
H  6.23299  -5.14479  -2.35413  0.0880
H  3.58326  -4.20630  0.29520  0.1335
H  5.25237  -4.18873  1.12796  0.1312
H  3.76307  -2.56957  1.92291  0.1286
H  3.17868  -2.22394  0.36857  0.0923
H  5.90951  -1.42586  1.41992  0.1156
H  4.76395  -0.26660  0.99928  0.1382
H  5.36088  -0.19573  -2.62329  0.0871
H  3.91301  -0.94980  -1.93331  0.0612
H  4.54996  0.51943  -1.27065  0.1133
H  7.44851  0.00691  -1.28683  0.0816
H  7.09251  0.39927  0.36149  0.1046
H  7.84991  -1.19309  -0.09333  0.0857
H  4.24064  -3.19367  -2.92926  0.0729
H  3.20690  -3.00119  -1.53839  0.0824
H  3.51699  -4.57881  -2.20035  0.1131
H  7.44645  -3.39782  -2.29133  0.1288
C  2.66239  0.98006  -4.48915  -0.0103
C  2.72709  0.34319  -5.93091  -0.3923
C  3.74374  -0.86807  -5.94894  -0.1456
C  3.15156  -2.11213  -5.32348  -0.2001
C  1.88658  -2.50077  -6.11818  -0.1016
C  0.79777  -1.35101  -6.18545  -0.4483
N  1.38430  -0.05195  -6.49871  -0.1594
O  0.49448  0.99810  -6.45855  -0.0165
C  -0.23274  -1.60216  -7.32544  -0.0095
C  0.11729  -1.33621  -4.75468  -0.0196
C  3.30855  1.29932  -7.07192  -0.0354
H  1.86892  1.72735  -4.48131  0.0717
H  3.53962  1.61895  -4.38725  0.0848
H  2.43683  0.31395  -3.65638  0.0447
H  4.13349  -1.14777  -6.92770  0.1143
H  4.61559  -0.61987  -5.34365  0.1057
H  2.86095  -1.84366  -4.30782  0.0837
H  3.87539  -2.92655  -5.35316  0.1066
H  1.42530  -3.20590  -5.42673  0.1020
H  1.99352  -2.96736  -7.09745  0.1119
H  0.27141  -2.02970  -8.19212  0.0765
H  -0.99225  -2.17369  -6.79196  0.0854
H  -0.65922  -0.67527  -7.70895  0.0699
H  0.88416  -1.09445  -4.01877  0.0448
H  -0.79564  -0.75334  -4.63252  0.0651
H  -0.21461  -2.31164  -4.39906  0.0804
H  2.64822  2.09266  -7.42216  0.0646
H  3.30480  0.72438  -7.99795  0.0715
H  4.29447  1.74826  -6.95146  0.0779
H  0.56900  1.20157  -7.39377  0.1012

Summary:
lowest unoccupied orbital energy (spin up / spin down): -1.012 / -4.938 eV
total charge: 0
HOMO (spin up / spin down): -0.2583 / -0.2558 Ha
Kohn-Sham gap (spin up / spin down): 6.0 / 2.0 eV
2S+1: 8
total energy: -247580.533 eV
⟨S²⟩: 15.769

No. 2
# C39H26CeCl2F5N6O3S2

A molecular structure, C39H26CeCl2F5N6O3S2 in a non-equilibrium geometry (wB97M-V/def2-TZVPD, OMol25).

Each line ends with the Löwdin charge.
Cartesian coordinates (Å):
Ce  -0.51033  1.03979  1.19025  1.1822
Cl  -6.83389  -1.60478  4.16523  0.6381
C  -5.23989  -0.92023  4.05212  -0.6755
C  -4.71122  -0.57746  2.81664  -0.0460
C  -3.40358  -0.15348  2.66924  -0.1716
N  -2.73593  0.12397  1.42362  -0.0223
C  -3.27548  -0.24681  0.26723  -0.4608
O  -4.38544  -0.71388  0.00527  0.0451
C  -2.25585  -0.03785  -0.89908  -0.4789
C  -2.75424  -1.03433  -1.95386  -0.0419
C  -1.60798  -1.26387  -2.90704  -0.1594
C  -0.63927  1.01341  -3.17396  -0.2441
C  -1.55364  1.79566  -2.20417  -0.1039
N  -2.33379  1.38572  -1.29578  0.1693
C  -2.58565  -0.00910  3.81008  -0.1859
C  -3.12952  -0.39470  5.06254  -0.0417
C  -4.42305  -0.82765  5.18968  -0.7061
Cl  -5.00683  -1.28944  6.73967  0.6627
N  -1.30070  0.50083  3.57425  -0.0008
C  -0.50366  0.69031  4.64649  -0.4489
O  -0.64595  0.34046  5.82533  0.0145
C  0.73725  1.54618  4.34553  -0.1615
C  1.47554  1.97009  5.44518  -0.0023
C  2.47327  2.89004  5.24841  -0.0454
C  2.73698  3.34706  3.95197  -0.0521
C  2.03234  2.80987  2.91680  -0.1326
N  1.04992  1.91484  3.09555  -0.0095
H  -5.37516  -0.62057  1.96239  0.1001
H  -3.25198  -1.93708  -1.61986  0.1729
H  -1.55760  -2.24247  -3.32227  0.1496
H  0.33301  1.45341  -3.13536  0.1110
H  -1.50646  2.87654  -2.37073  0.1295
H  -2.53395  -0.32114  5.96299  0.0898
H  1.22181  1.61876  6.44015  0.1217
H  3.04281  3.25309  6.13341  0.1243
H  3.51845  4.07644  3.78215  0.1077
H  2.20921  3.13147  1.87926  0.0989
F  5.11052  4.14466  -2.44467  0.1235
C  3.93005  4.08563  -1.84590  -0.1422
C  3.27341  2.87496  -1.64126  -0.1484
F  3.80559  1.73548  -2.10388  0.1024
C  2.04919  2.86137  -0.98169  -0.2365
F  1.50248  1.60477  -0.84829  -0.0044
C  1.37681  3.98381  -0.54090  -0.5587
S  -0.17764  3.92600  0.28906  0.6095
C  2.01402  5.21082  -0.83516  -0.2205
F  1.50864  6.40752  -0.47715  0.0794
C  3.27198  5.27679  -1.43643  -0.1476
F  3.87401  6.42898  -1.65056  0.1350
O  -0.91641  -0.32130  -0.64162  -0.3190
S  1.04583  -1.13177  -3.43594  1.1361
C  -0.49476  -0.45037  -3.00046  -0.3768
C  -2.93505  -0.50313  -3.27000  -0.1339
C  -3.55041  -0.95081  -4.52438  -0.0012
C  -3.11268  -0.24920  -5.57412  -0.0586
C  -2.06979  0.83541  -5.52046  -0.0436
C  -1.15629  1.33707  -4.63838  -0.0057
C  0.84479  -2.85667  -2.93950  -0.4891
C  0.30135  -3.06234  -1.64223  -0.0815
C  0.08846  -4.37950  -1.27151  -0.0704
C  0.42100  -5.43038  -2.12410  -0.0743
C  0.95553  -5.18017  -3.38522  -0.0652
C  1.18302  -3.85920  -3.80209  -0.0989
H  -2.72203  0.54509  -3.33665  0.1044
H  -4.29720  -1.71399  -4.60769  0.1178
H  -3.52202  -0.40563  -6.57024  0.1043
H  -2.07852  1.42440  -6.43424  0.1004
H  -0.60156  2.19367  -4.99576  0.1078
H  0.04058  -2.22484  -0.97575  0.1024
H  -0.37161  -4.51953  -0.27469  0.1239
H  0.32854  -6.44119  -1.74698  0.1061
H  1.25598  -5.99955  -4.00901  0.1012
H  1.60301  -3.60332  -4.77018  0.1097
C  3.36482  -3.50851  1.92107  -0.0258
N  3.51490  -2.05009  1.82970  -0.1825
C  4.87776  -1.59555  1.46697  -0.0216
C  2.47440  -1.28625  1.59211  -0.2077
N  1.51536  -0.65604  1.41765  0.1612
H  4.17730  -3.88292  2.55560  0.0947
H  3.41705  -3.96324  0.93722  0.0887
H  2.42740  -3.76789  2.41313  0.0998
H  5.55056  -1.97686  2.22759  0.0854
H  4.96911  -0.49074  1.42893  0.1061
H  5.16291  -1.99854  0.49872  0.0881

Summary:
lowest unoccupied orbital energy (spin up / spin down): -1.480 / -1.478 eV
total charge: 0
HOMO (spin up / spin down): -0.2491 / -0.2494 Ha
Kohn-Sham gap (spin up / spin down): 5.3 / 5.3 eV
2S+1: 2
total energy: -129177.692 eV
⟨S²⟩: 0.751